w) Density functional theory data (ωB97M-V/def2-TZVPD) for a cluster of 12 separate species, C24H48O48S12 in total.

Each line ends with the Mulliken charge.
CARTESIAN COORDINATES (ANGSTROEM)
S1 3.814 -0.548 -1.973  0.6170
S2 2.504 -3.968 3.186  1.0799
S3 -6.166 0.983 0.569  0.9773
S4 -4.328 4.842 -3.995  1.0045
S5 2.187 3.300 -1.129  0.9276
S6 1.699 0.145 5.361  0.8827
S7 -1.448 0.554 0.562  0.3074
S8 0.672 -5.332 -2.080  1.0555
S9 -2.693 -4.659 2.074  1.0158
S10 -2.419 -0.514 -5.501  1.0639
S11 4.759 -0.503 2.777  0.9072
S12 -2.021 5.284 4.343  1.1179
O1 -2.137 5.397 2.725  -0.3501
O2 4.846 -1.133 4.105  -0.5967
O3 0.081 -6.381 -3.241  -0.3884
O4 -4.749 5.298 -2.442  -0.4477
O5 2.313 -0.224 -2.688  0.1052
O6 3.411 -0.205 2.156  0.0022
O7 -1.322 1.931 0.003  -0.1077
O8 2.504 -5.594 2.644  -0.4121
O9 -3.697 5.911 -4.732  -0.5400
O10 -3.697 -5.323 2.921  -0.6247
O11 0.774 3.741 -1.087  -0.5231
O12 -1.264 -4.850 2.459  -0.3557
O13 2.552 2.331 -0.070  -0.2784
O14 -4.851 1.834 0.978  0.0009
O15 -3.051 -3.088 1.913  -0.1562
O16 -5.373 4.075 -4.643  -0.5246
O17 -2.196 1.052 -5.681  -0.3271
O18 3.695 -1.731 -1.202  -0.3660
O19 -1.367 3.849 4.438  -0.1805
O20 -1.230 -0.585 -0.597  -0.2080
O21 -7.164 1.549 1.752  -0.3569
O22 2.096 -6.149 -2.141  -0.3132
O23 -3.432 5.312 4.824  -0.5792
O24 2.984 -3.406 1.650  -0.2414
O25 1.237 0.184 4.007  0.0529
O26 -1.016 -0.589 -4.540  -0.1756
O27 2.623 3.004 -2.680  -0.2737
O28 4.413 0.641 -1.428  -0.3406
O29 -3.632 -0.716 -4.645  -0.5391
O30 5.828 0.831 2.783  -0.4308
O31 -1.107 6.380 4.809  -0.5949
O32 4.473 -0.962 -3.462  -0.3809
O33 -2.706 0.369 1.338  -0.5079
O34 -6.623 1.394 -0.779  -0.5936
O35 0.835 -3.968 -2.637  -0.4526
O36 3.474 -3.782 4.246  -0.5690
O37 3.205 4.559 -0.902  -0.3105
O38 2.492 1.534 5.645  -0.4286
O39 0.568 0.728 6.406  -0.4351
O40 2.425 -1.047 5.829  -0.5474
O41 -3.072 -4.783 0.507  -0.3399
O42 -2.391 -1.317 -6.662  -0.5609
O43 5.715 -1.353 1.709  -0.3516
O44 -0.112 0.134 1.361  0.2726
O45 1.211 -3.397 3.331  -0.4260
O46 -0.140 -5.575 -0.872  -0.4647
O47 -3.272 3.820 -3.279  -0.1347
O48 -6.096 -0.449 0.867  -0.5352
C1 2.726 -5.657 1.252  -0.3825
C2 -6.358 2.139 2.770  -0.5121
C3 -4.118 -2.852 1.021  0.0649
C4 1.670 2.676 5.769  -0.1709
C5 -4.968 2.344 2.297  0.1480
C6 2.093 -0.979 -3.840  0.4199
C7 6.271 1.033 1.415  0.0794
C8 4.093 4.751 -2.007  -0.4033
C9 -0.991 0.596 -3.771  0.0332
C10 0.509 2.196 6.655  -0.2061
C11 -1.392 4.392 2.116  0.3783
C12 6.404 -0.483 0.910  -0.3900
C13 0.037 -1.220 -0.365  0.6961
C14 -4.142 -4.047 0.046  -0.3441
C15 -1.070 1.540 -5.015  -0.4036
C16 -1.250 3.186 3.121  0.4537
C17 -4.888 4.177 -1.673  -0.3060
C18 -3.629 3.365 -2.029  0.2174
C19 3.444 3.992 -3.240  -0.3613
C20 2.555 -4.231 0.673  0.1384
C21 2.362 -6.658 -3.431  -0.3573
C22 0.386 -1.145 1.144  0.6251
C23 3.488 -1.217 -4.459  -0.5813
C24 1.051 -7.219 -3.901  -0.3315
H1 -5.762 3.675 -2.088  0.4634
H2 -4.000 -3.776 -1.000  0.3893
H3 2.022 -6.327 0.758  0.2751
H4 0.861 -0.826 -0.959  -0.7923
H5 -0.253 -1.858 1.665  0.2099
H6 -1.895 0.840 -3.212  -0.0535
H7 3.529 -0.594 -5.352  0.3396
H8 -4.126 -1.922 0.452  -0.1368
H9 2.659 -5.907 -4.164  0.1906
H10 3.143 -7.396 -3.250  0.3362
H11 -3.768 2.288 -1.937  0.0592
H12 -1.236 2.608 -4.879  0.3321
H13 7.256 1.495 1.346  0.3638
H14 1.608 -1.939 -3.663  -0.0789
H15 0.982 -7.298 -4.986  0.3240
H16 -0.425 4.775 1.791  0.4933
H17 1.433 2.977 4.749  0.1028
H18 -4.568 3.358 2.292  0.2254
H19 -2.788 3.550 -1.360  -0.0998
H20 -0.155 1.406 -5.592  0.3197
H21 -0.266 0.771 -2.976  0.2390
H22 5.081 4.313 -1.862  0.2725
H23 -5.137 -4.481 0.148  0.2237
H24 -4.945 -2.882 1.730  0.3303
H25 -5.056 4.369 -0.613  0.2281
H26 7.414 -0.880 1.012  0.3431
H27 6.195 -0.621 -0.150  0.1779
H28 3.714 -6.108 1.154  0.3188
H29 -0.311 2.633 3.093  -0.0972
H30 -0.416 2.729 6.435  0.1658
H31 4.192 5.820 -2.195  0.3112
H32 -1.995 2.407 2.957  -0.3289
H33 4.136 3.536 -3.948  0.3374
H34 2.092 3.540 6.282  0.3747
H35 -1.779 3.991 1.180  -0.4323
H36 -6.394 1.527 3.671  0.3332
H37 1.463 -0.346 -4.465  -0.0385
H38 1.013 -8.247 -3.540  0.2706
H39 3.055 -4.083 -0.284  0.4351
H40 2.844 4.621 -3.898  0.2880
H41 5.567 1.441 0.689  -0.0836
H42 -6.669 3.144 3.053  0.3385
H43 -4.358 1.821 3.034  -0.0177
H44 1.493 -4.035 0.528  -0.1193
H45 0.766 2.139 7.713  0.3407
H46 3.437 -2.244 -4.820  0.3130
H47 0.046 -2.255 -0.707  -0.0445
H48 1.400 -1.263 1.525  -0.3665

E_LUMO	-0.39	eV
gap between HOMO and LUMO	10.26	eV
HOMO	-10.65	eV
structure (SMILES)	O=S1(=O)OCCO1.O=S1(=O)OCCO1.O=S1(=O)OCCO1.O=S1(=O)OCCO1.O=S1(=O)OCCO1.O=S1(=O)OCCO1.O=S1(=O)OCCO1.O=S1(=O)OCCO1.O=S1(=O)OCCO1.O=S1(=O)OCCO1.O=S1(=O)OCCO1.O=S1(=O)OCCO1


x) Density functional theory data (ωB97M-V/def2-TZVPD) for a structure of composition C24H48O48S12.

Each line ends with the Mulliken charge.
CARTESIAN COORDINATES (ANGSTROEM)
S1 -2.197 4.437 -0.789  1.2973
S2 0.617 -2.739 -4.489  1.0003
S3 -2.496 -3.308 5.273  0.9912
S4 -1.501 -7.591 1.206  1.0804
S5 1.599 3.404 3.915  0.9032
S6 -1.002 -0.272 0.332  -0.2974
S7 1.687 4.840 -2.746  1.0611
S8 -5.067 -1.651 -0.071  0.9954
S9 -6.042 2.517 1.327  1.1274
S10 5.640 -1.157 0.924  0.9650
S11 4.817 2.813 -1.354  0.9017
S12 1.623 -3.841 -0.902  0.8093
O1 6.437 2.582 -1.198  -0.2883
O2 2.093 -5.280 -1.552  -0.3130
O3 -1.856 -3.680 3.832  -0.1244
O4 -5.015 -0.320 -0.587  -0.4342
O5 2.443 5.185 -4.146  -0.3618
O6 -2.612 -7.859 2.055  -0.5767
O7 -1.759 0.946 0.315  -0.1757
O8 4.087 1.739 -0.754  -0.1353
O9 0.743 2.245 3.963  -0.3829
O10 -1.858 5.831 -1.618  -0.2506
O11 -0.362 -8.463 1.216  -0.5544
O12 4.422 4.177 -1.083  -0.6381
O13 -3.923 -3.315 5.127  -0.5467
O14 -4.229 -2.667 -0.651  -0.5700
O15 -0.058 -1.955 -3.239  0.0171
O16 -2.327 4.731 0.609  -0.6447
O17 -2.011 -7.259 -0.286  -0.4176
O18 -1.905 -4.054 6.339  -0.5894
O19 1.002 -1.835 -5.509  -0.5891
O20 -0.737 -3.524 -4.941  -0.4421
O21 2.394 3.709 5.049  -0.6110
O22 -1.908 -1.796 5.290  -0.4263
O23 0.757 4.694 3.419  -0.4514
O24 0.219 -0.326 -0.760  -0.0679
O25 -6.007 2.205 2.890  -0.3813
O26 0.089 -0.243 1.564  -0.4902
O27 -1.706 -1.513 0.314  0.3744
O28 4.539 -2.022 0.681  -0.2756
O29 0.190 4.968 -3.367  -0.0595
O30 2.362 -2.686 -1.344  -0.3985
O31 -1.407 3.362 -1.277  -0.3490
O32 -3.679 4.372 -1.493  -0.3829
O33 1.904 5.914 -1.827  -0.6307
O34 -6.185 3.921 1.065  -0.6280
O35 -0.971 -6.076 1.451  -0.1943
O36 -4.909 -1.583 1.548  -0.2471
O37 2.138 -4.230 0.622  -0.2691
O38 1.908 3.476 -2.400  -0.3026
O39 1.511 -3.738 -3.988  -0.4972
O40 0.197 -3.774 -0.843  -0.2601
O41 5.493 0.154 1.476  -0.5416
O42 6.870 -2.011 1.523  -0.3770
O43 2.520 3.300 2.573  -0.2670
O44 -6.828 1.587 0.587  -0.5206
O45 -4.457 2.186 1.112  0.0196
O46 6.491 -1.005 -0.491  -0.2241
O47 4.810 2.613 -2.956  -0.2810
O48 -6.570 -2.200 0.010  -0.3410
C1 -5.709 -2.595 2.163  -0.1750
C2 -1.643 -3.622 -3.843  -0.1961
C3 8.037 -1.233 1.306  -0.5468
C4 1.428 0.098 1.188  0.2905
C5 1.548 5.745 -5.119  -0.3589
C6 -3.770 2.581 2.286  -0.3174
C7 -1.749 -1.338 3.931  0.4240
C8 1.968 4.064 1.473  0.7190
C9 6.111 2.658 -3.489  -0.5268
C10 0.636 4.554 1.993  0.2174
C11 1.368 0.373 -0.346  0.4155
C12 -1.371 -2.375 -2.997  0.6649
C13 2.754 -5.524 0.677  -0.3697
C14 0.225 5.956 -4.398  -0.4775
C15 2.223 -6.246 -0.520  -0.1298
C16 -3.066 6.607 -1.616  -0.5481
C17 -6.980 -2.503 1.343  -0.4177
C18 -4.120 5.623 -2.019  -0.2341
C19 -1.851 -5.167 0.861  0.8672
C20 -2.496 -5.909 -0.341  1.0607
C21 -4.707 2.308 3.462  -0.1435
C22 -1.071 -2.579 3.365  0.6781
C23 7.851 -0.868 -0.195  -0.2520
C24 7.014 2.100 -2.405  -0.3133
H1 8.492 -1.512 -0.807  0.3369
H2 -2.897 7.499 -2.210  0.3577
H3 -7.579 -3.411 1.275  0.2958
H4 7.116 1.017 -2.422  0.2268
H5 -2.752 -1.151 3.543  0.0016
H6 -3.578 -5.932 -0.247  0.3742
H7 1.443 5.054 -5.953  0.2717
H8 0.217 5.463 1.567  0.3672
H9 -3.252 6.936 -0.588  0.2503
H10 -2.605 -3.545 -4.345  0.3418
H11 2.498 -6.011 1.614  0.3737
H12 -5.766 -2.248 3.195  0.3290
H13 -2.639 -4.870 1.569  -0.0588
H14 2.713 4.840 1.319  0.1584
H15 0.006 6.962 -4.045  0.2866
H16 2.109 -0.727 1.384  0.1537
H17 7.963 -0.311 1.887  0.2890
H18 -0.054 -2.671 3.756  0.2541
H19 -4.260 5.545 -3.099  0.2103
H20 -3.625 3.664 2.207  0.2185
H21 -1.441 -4.182 0.657  -0.9137
H22 -1.085 -0.481 3.988  0.0347
H23 2.215 -0.242 -0.649  0.1308
H24 -0.171 3.828 1.860  -0.1984
H25 2.044 6.667 -5.418  0.2741
H26 6.304 2.155 -4.435  0.3576
H27 -2.124 -1.594 -3.128  0.3815
H28 -1.567 -4.499 -3.202  0.0819
H29 -7.646 -1.746 1.761  0.2776
H30 -2.783 2.138 2.389  0.2171
H31 1.681 0.955 1.810  -0.1645
H32 -2.133 -5.455 -1.258  -0.6062
H33 -4.494 1.320 3.879  0.1134
H34 -0.577 5.609 -5.051  0.3121
H35 -5.221 -3.572 2.224  0.1515
H36 8.972 -1.732 1.528  0.3530
H37 -0.906 -2.645 2.292  -0.5656
H38 1.283 -6.766 -0.324  0.0022
H39 -1.438 -2.625 -1.939  -0.7834
H40 3.824 -5.321 0.600  0.2379
H41 -4.609 3.026 4.272  0.3207
H42 2.935 -6.967 -0.923  0.3215
H43 -5.068 5.694 -1.480  0.3201
H44 8.300 0.104 -0.424  0.2276
H45 6.379 3.707 -3.654  0.3298
H46 7.954 2.625 -2.573  0.3569
H47 1.395 1.380 -0.753  -0.1846
H48 1.784 3.383 0.645  -0.4908

E_LUMO	0.08	eV
gap between HOMO and LUMO	10.65	eV
HOMO	-10.58	eV


Which one sits at the top of the stability order? x) does.